ORCA calculation (wB97M-V/def2-TZVPD) on a structure of composition C3H4N2O2.

Atoms and positions in Å:
1 N -1.79 -0.37 -0.14
2 C -0.49 -0.11 0.18
3 C 0.09 0.98 0.72
4 O 1.47 0.69 0.95
5 C 1.61 -0.05 -0.18
6 O 2.31 0.23 -1.10
7 N 0.52 -1.03 -0.20
8 H -1.93 -0.92 -0.98
9 H -2.43 0.40 -0.03
10 H -0.03 2.00 0.38
11 H 0.68 -1.83 0.42

## Properties
DFT total energy: -10249.2028 eV
largest force on an atom: 1.0 eV Å⁻¹
total charge: 0
relative energy (zero: lowest compared OMol25 entry of this formula, charge and spin): 3.062 eV
HOMO: -0.3171 Ha